Here is C40H36CrFN7O2S2Se as an isolated structure at a distorted geometry from the OMol25 dataset. Energies are from ωB97M-V/def2-TZVPD.

The geometry in XYZ format:
```
90
Properties=species:S:1:pos:R:3:lowdin_charge:R:1
Se 0.4383 6.3375 -3.6982 1.178
Cr -0.2359 -0.3927 -0.0209 0.943
S -3.3755 -0.1328 2.4186 1.000
S -4.6630 1.2935 0.1655 0.990
F -1.6647 -2.6516 0.5282 0.034
O -3.1218 1.7573 -3.3425 0.065
O -0.2098 -1.4756 -1.8222 -0.114
N 0.7350 -1.4757 1.1929 -0.045
N -0.9238 0.6759 -1.6031 -0.075
N -0.4656 4.8503 -4.0539 -0.213
N -2.3593 0.5449 -1.3174 -0.074
N 0.5252 1.6040 0.3159 0.063
N 1.0702 5.7553 -2.1474 -0.218
N -2.3061 0.0706 0.0306 -0.085
C -1.7200 2.1793 -3.9457 0.019
C 1.8050 -0.9257 1.9924 -0.216
C -1.6416 0.5654 -5.9841 -0.052
C 0.6083 4.5506 -1.9840 -0.324
C 1.2357 2.0819 1.3490 -0.082
C 0.2230 -1.0064 4.0187 -0.368
C -5.6246 1.1476 1.7012 -0.487
C 0.6100 -0.3551 -6.0191 -0.103
C 2.5600 -0.1232 4.1380 -0.034
C 0.5153 -2.8718 1.3624 -0.202
C -0.8182 2.7131 -2.9474 -0.026
C 1.8012 3.3452 1.3748 -0.008
C -3.3001 0.3870 0.7708 -0.886
C -0.3460 0.2055 4.7659 -0.070
C 1.5527 -0.6778 3.3559 -0.162
C -4.6465 1.0853 2.8557 -0.485
C 1.4446 -3.7318 1.9551 -0.026
C 3.7956 0.1771 3.5958 -0.055
C 0.3538 2.4494 -0.7614 -0.128
C 1.1899 -5.0875 2.0928 -0.067
C 2.9209 0.2158 -1.0163 -0.044
C -2.8917 0.3075 -3.6844 -0.040
C 3.0607 -0.6324 1.4196 -0.127
C 3.3112 -2.2333 -0.6219 -0.043
C 0.5483 -0.6212 -4.6473 -0.038
C -0.9766 -4.8004 1.1172 0.004
C 4.0323 -0.0816 2.2569 -0.028
C -0.0129 -5.6330 1.6657 -0.064
C 0.3656 -2.1983 4.9753 -0.037
C -1.6105 0.6031 -4.5102 -0.260
C 0.8939 3.7491 -0.7949 -0.073
C -0.8844 -0.5765 -2.5358 -0.449
C -0.5304 0.1768 -6.6704 -0.105
C 3.4927 -0.8246 -0.0433 -0.337
C -0.4283 1.9723 -1.8420 -0.079
C -2.4790 -0.4723 -2.4153 -0.033
C -0.2530 4.0405 -3.0527 -0.326
C -0.5436 -0.2212 -3.9280 -0.119
C 1.6325 4.1909 0.2901 0.033
C -0.6900 -3.4649 0.9903 -0.216
H 2.0522 5.1916 0.2772 0.130
H 1.0570 -1.9549 5.7875 0.086
H -6.2679 2.0231 1.7657 0.089
H -3.0966 1.8285 -2.3489 0.129
H -1.9442 -5.1729 0.8023 0.127
H -0.2086 -6.6923 1.7718 0.111
H -0.5319 0.2385 -7.7538 0.105
H -4.1591 2.0432 3.0239 0.086
H -0.6015 -2.4531 5.4185 0.086
H 3.6522 -3.0033 0.0717 0.081
H 2.3706 3.6503 2.2431 0.121
H -6.2376 0.2508 1.6408 0.086
H 3.0624 1.2380 -0.6515 0.084
H 1.8646 0.0485 -1.2076 0.036
H 1.3274 -1.1953 -4.1522 0.118
H 3.9054 -2.3227 -1.5348 0.088
H -3.7570 -0.0869 -4.2012 0.164
H 4.5768 0.6049 4.2146 0.112
H 1.3682 1.4189 2.1931 0.099
H 4.5657 -0.6366 -0.0212 0.122
H -1.3266 -0.0404 5.1834 0.075
H 3.4217 0.1261 -1.9839 0.097
H 0.7452 -3.0803 4.4580 0.069
H 2.3825 -3.3211 2.3083 0.124
H 2.3760 0.0725 5.1904 0.116
H -3.0564 -1.3587 -2.1773 0.166
H -5.1216 0.7523 3.7774 0.092
H -1.9369 2.9001 -4.7232 0.149
H -2.5253 0.9387 -6.4967 0.108
H 5.0061 0.1498 1.8374 0.118
H -0.4896 -1.2816 3.2443 0.099
H -0.4627 1.0700 4.1039 0.073
H 1.9444 -5.7247 2.5380 0.112
H 2.2725 -2.4335 -0.8871 0.069
H 0.2966 0.4997 5.5995 0.077
H 1.4766 -0.6524 -6.5970 0.088
```

Results
Total charge ... +1
Spin multiplicity ... 4
Gap between HOMO and LUMO (alpha / beta) ... 4.030 / 4.126 eV
M ... 860.9 g mol⁻¹
Lowest unoccupied orbital energy (alpha / beta) ... -3.99 / -3.95 eV
Calculated total energy ... -174735.66176 eV
Energy relative to the best compared isomer or geometry (same formula, charge and spin) ... 180.7 kcal/mol
Max |F| ... 1.3 eV/Å

Here is C4H5NO2 in the gas phase at a distorted geometry from the OMol25 dataset. Energies are from ωB97M-V/def2-TZVPD.

The geometry in XYZ format:
```
12
Properties=species:S:1:pos:R:3:lowdin_charge:R:1
O 1.0420 -0.5604 2.3336 0.053
O -0.8304 2.2482 -0.9137 0.063
N -0.5104 -0.5841 0.6533 0.069
C 0.0562 -0.0778 1.8199 -0.331
C -0.1271 1.2692 -0.9985 -0.275
C -0.4921 -0.1050 -0.9916 -0.071
C 0.3148 -1.1256 -0.3666 -0.181
H -1.1525 -0.3979 -1.8023 0.150
H 1.3850 -0.9708 -0.3093 0.130
H 0.8832 1.6925 -1.0594 0.136
H -0.5455 0.7183 2.2809 0.133
H -0.0106 -2.0962 -0.7352 0.126
```

Results
SMILES ... O=C[C@H]1CN1C=O
Gap between HOMO and LUMO ... 9.758 eV
M ... 99.1 g mol⁻¹
Lowest unoccupied orbital energy ... -0.38 eV
Calculated total energy ... -9810.67107 eV
Energy relative to the best compared isomer or geometry (same formula, charge and spin) ... 84.0 kcal/mol
Max |F| ... 4.5 eV/Å